# 1
The following is a quantum chemistry calculation of a 2-piece molecular cluster, C6H8ClNOS overall at a distorted geometry, from the Open Molecules 2025 dataset.

Each line ends with the Löwdin charge.
Cartesian coordinates (Å):
H (2.042, 2.383, -1.933)  0.024
N (2.292, 1.427, -2.001)  0.138
C (1.633, 0.737, -1.117)  -0.406
C (1.760, -0.635, -1.000)  -0.078
C (1.146, -1.346, -0.058)  -0.079
C (0.309, -0.753, 0.904)  -0.159
C (-0.018, 0.543, 0.960)  -0.053
C (0.706, 1.371, -0.119)  -0.115
H (2.323, -1.093, -1.837)  0.129
H (1.456, -2.448, -0.017)  0.141
H (0.077, -1.341, 1.816)  0.115
H (-0.659, 1.042, 1.587)  0.077
H (1.224, 2.218, 0.448)  0.151
H (-0.007, 1.807, -0.733)  0.090
O (-4.124, -0.367, 0.267)  -0.517
S (-3.123, -1.643, 0.333)  0.435
Cl (-3.518, -2.270, 2.240)  0.098
H (-3.519, 0.371, 0.260)  0.009

## Properties
HOMO-LUMO gap, eV: 8.322
E_HOMO, eV: -8.6
Energy, a.u.: -1221.7022
Total charge: 0
SMILES string: [H]/N=C1/C=CC=CC1.OSCl
Relative energy (zero: lowest compared OMol25 entry of this formula, charge and spin), eV: 2.514

# 2
The following is a quantum chemistry calculation of the molecule C9H12O2 at a distorted geometry, from the Open Molecules 2025 dataset.

Each line ends with the Löwdin charge.
Cartesian coordinates (Å):
C (3.117, 1.367, 0.040)  0.109
C (2.101, 0.530, -0.121)  -0.185
C (0.658, 0.775, -0.504)  -0.045
C (-0.046, -0.527, -0.080)  -0.489
C (-1.146, -0.963, -1.036)  -0.099
C (-2.310, -0.043, -0.586)  -0.170
C (-2.092, 0.217, 0.906)  -0.177
C (-0.752, -0.439, 1.254)  -0.112
O (1.000, -1.500, -0.039)  0.076
C (2.244, -0.966, 0.023)  -0.437
O (3.217, -1.625, 0.201)  0.145
H (4.090, 1.011, 0.309)  0.073
H (2.961, 2.436, -0.145)  0.081
H (0.193, 1.634, -0.013)  0.130
H (0.547, 0.939, -1.598)  0.141
H (-1.381, -2.003, -0.813)  0.123
H (-0.838, -0.887, -2.099)  0.130
H (-2.326, 0.876, -1.192)  0.111
H (-3.287, -0.514, -0.732)  0.105
H (-2.872, -0.186, 1.523)  0.097
H (-2.032, 1.306, 1.117)  0.115
H (-0.161, 0.081, 2.027)  0.133
H (-0.885, -1.516, 1.558)  0.144

## Properties
HOMO-LUMO gap, eV: 10.884
E_HOMO, eV: -10.2
Energy, a.u.: -500.6214
Total charge: 0
SMILES string: C=C1CC2(CCCC2)OC1=O
Relative energy (zero: lowest compared OMol25 entry of this formula, charge and spin), eV: 0.000

# 3
The following is a quantum chemistry calculation of the molecule C17H21N5O2S, from the Open Molecules 2025 dataset.

Each line ends with the Löwdin charge.
Cartesian coordinates (Å):
C (-1.828, 6.105, 1.725)  -0.056
C (-2.473, 4.928, 1.053)  -0.218
C (-3.517, 5.098, 0.166)  -0.049
C (-4.131, 4.016, -0.461)  -0.093
C (-3.659, 2.748, -0.205)  -0.055
C (-2.592, 2.528, 0.671)  -0.079
C (-2.074, 1.151, 0.904)  -0.406
O (-1.471, 0.826, 1.924)  0.041
N (-2.299, 0.253, -0.095)  0.102
C (-1.809, -1.127, -0.065)  -0.341
C (-2.402, -1.923, 1.097)  -0.039
C (-0.306, -1.176, -0.052)  -0.020
C (0.413, -1.830, -0.954)  -0.001
C (1.897, -1.863, -0.867)  -0.491
O (2.536, -1.265, -0.017)  0.033
N (2.512, -2.609, -1.830)  0.094
C (3.948, -2.845, -1.776)  -0.363
C (4.468, -3.223, -3.153)  -0.051
C (4.264, -3.908, -0.750)  -0.563
N (4.407, -5.159, -1.055)  0.007
N (4.642, -5.951, 0.029)  -0.053
C (4.685, -5.265, 1.126)  -0.481
S (4.411, -3.587, 0.934)  1.083
C (-2.011, 3.623, 1.341)  -0.211
N (-0.974, 3.459, 2.215)  0.150
H (-1.950, 6.066, 2.812)  0.084
H (-0.755, 6.145, 1.516)  0.085
H (-2.271, 7.037, 1.379)  0.076
H (-3.867, 6.104, -0.034)  0.110
H (-4.966, 4.170, -1.131)  0.098
H (-4.151, 1.901, -0.666)  0.107
H (-2.552, 0.622, -0.995)  0.130
H (-2.157, -1.576, -0.997)  0.139
H (-2.114, -2.970, 1.006)  0.083
H (-2.047, -1.540, 2.050)  0.075
H (-3.491, -1.856, 1.074)  0.084
H (0.202, -0.656, 0.753)  0.127
H (-0.062, -2.361, -1.774)  0.110
H (1.958, -3.253, -2.372)  0.142
H (4.395, -1.906, -1.449)  0.140
H (5.546, -3.367, -3.123)  0.086
H (4.022, -4.157, -3.492)  0.077
H (4.235, -2.429, -3.862)  0.083
H (4.862, -5.725, 2.087)  0.068
H (-0.772, 2.518, 2.516)  0.078
H (-0.700, 4.227, 2.797)  0.083

## Properties
HOMO-LUMO gap, eV: 8.560
E_HOMO, eV: -7.9
Energy, a.u.: -1482.8842
Total charge: 0
SMILES string: Cc1cccc(C(=O)N[C@H](C)/C=C/C(=O)N[C@H](C)c2nncs2)c1N
Relative energy (zero: lowest compared OMol25 entry of this formula, charge and spin), eV: 1.215

Question: The lowest relative energy (zero: lowest compared OMol25 entry of this formula, charge and spin) belongs to which entry?
Answer: C9H12O2

Question: Which of these has the lowest HOMO-LUMO gap?
Answer: C6H8ClNOS

Question: Which value of total charge does entry 3 give?
Answer: 0